Entry 1:
The following is a quantum chemistry calculation of a cluster of 2 separate species, C6H12O2 in total at a distorted geometry, from OMol25.

Geometry as XYZ:
```
20
Properties=species:S:1:pos:R:3:forces:R:3
C 1.29081 1.97612 -0.79356 0.788 1.822 0.302
C 0.15391 1.52166 -0.29715 -0.307 -0.723 2.219
C -1.23313 2.07922 -0.56053 -0.344 -0.670 0.501
C 0.16256 0.53180 0.92158 2.428 2.755 0.965
C -0.66067 -0.67723 0.85388 -2.709 -2.162 1.382
C 0.00599 -1.97741 1.37471 0.991 4.173 0.840
O -0.55064 -2.98855 1.29069 -1.409 -3.871 -0.347
H 1.26738 2.96351 -1.27962 -0.069 -0.722 -0.549
H 2.32716 1.70456 -0.50478 -0.980 -0.353 0.000
H -1.80527 1.78667 0.38838 0.159 0.342 -1.706
H -1.66974 1.57366 -1.51688 0.476 1.333 1.759
H -1.19272 3.19840 -0.51415 -0.253 -0.955 -0.802
H 1.30287 0.39973 1.15882 -1.978 -0.490 -0.369
H -0.20880 1.08952 1.86025 0.711 -0.216 -1.530
H -0.98047 -0.93587 -0.15754 -0.202 0.142 -0.008
H -1.72979 -0.62665 1.53177 2.967 -0.021 -1.942
H 0.97573 -1.85869 1.94252 -0.210 -0.038 -0.446
O 0.69014 -0.59187 -2.30588 -0.537 -1.303 0.809
H 1.57067 -0.24440 -2.29382 0.776 0.653 -0.276
H 0.71018 -1.13210 -1.48700 -0.298 0.306 -0.803
```
Forces are in eV/Å.

Calculated values
* spin multiplicity: 1
* DFT total energy: -386.19677 hartree
* molecular weight: 116.16 u
* SMILES: C=C(C)CCC=O.O

---

Entry 2:
The following is a quantum chemistry calculation of a structure of composition C25H24F2MoN2O3Te at a distorted geometry, from OMol25.

Geometry as XYZ:
```
58
Properties=species:S:1:pos:R:3:forces:R:3
Mo 0.48286 -1.18866 0.27451 0.200 0.361 2.727
C -2.53024 -2.46998 2.67727 0.565 0.178 0.519
O -3.60902 -2.63557 1.78569 -0.335 0.000 -0.816
C -3.45019 -2.45940 0.44191 0.507 0.102 0.506
C -4.61769 -2.57182 -0.30191 0.220 0.094 -0.509
C -4.60562 -2.42725 -1.68430 -0.356 -0.140 0.471
C -3.42881 -2.18674 -2.34995 0.889 0.149 0.081
C -2.22066 -2.02837 -1.64582 -1.559 -0.410 1.521
C -1.04467 -1.67274 -2.35391 2.516 0.596 -0.314
N 0.11953 -1.39209 -1.79465 -3.077 -0.518 -0.039
N 1.11345 -0.96502 -2.57334 2.093 0.760 -1.246
C 2.12194 -0.53158 -1.85196 -1.798 -0.669 -1.589
O 2.00666 -0.61614 -0.54876 2.941 0.933 -0.602
C 3.29680 0.07104 -2.45604 0.535 0.301 0.014
C 4.41803 0.34321 -1.66901 -0.368 -0.160 0.091
C 5.51249 0.97852 -2.21928 0.155 0.058 -0.067
C 5.49831 1.35488 -3.55433 0.038 -0.026 0.019
C 4.38621 1.08913 -4.34060 0.052 0.022 -0.083
C 3.29362 0.44421 -3.80056 -0.145 -0.107 0.204
C -2.24210 -2.15538 -0.21632 -1.518 -0.202 -1.888
O -1.11220 -1.92674 0.42435 -1.881 -1.532 0.884
H -2.94480 -2.65940 3.66772 0.039 0.003 -0.097
H -2.12775 -1.44644 2.65598 -0.055 -0.340 -0.031
H -1.72334 -3.19136 2.48873 -0.155 0.221 0.020
H -5.53005 -2.75835 0.23684 -0.174 -0.060 0.084
H -5.53653 -2.49395 -2.22879 -0.005 -0.065 -0.045
H -3.40783 -2.09320 -3.42341 -0.052 0.051 -0.181
H -1.11285 -1.57247 -3.43597 0.119 -0.059 0.075
H 4.41000 0.05338 -0.62723 0.010 0.034 0.046
H 6.37469 1.18908 -1.60265 0.045 0.001 0.004
H 6.35530 1.85212 -3.98554 0.041 0.060 -0.004
H 4.36259 1.39819 -5.37603 0.046 -0.011 -0.046
H 2.41922 0.23742 -4.39298 -0.140 -0.010 -0.111
F -0.16651 1.29807 -1.04382 0.088 0.492 -0.857
C -0.48204 0.71901 0.14639 -0.043 -0.208 0.523
F 0.02279 1.57614 1.09629 -0.026 0.267 0.261
H -1.58800 0.78758 0.23557 0.434 -0.395 0.018
C 5.34791 -5.82199 3.86676 -0.052 0.026 0.016
C 4.40378 -4.69839 3.56310 0.021 0.058 -0.006
C 3.48130 -4.76447 2.53370 0.107 0.012 0.050
C 2.60151 -3.71954 2.27006 -0.003 0.001 0.008
C 1.63840 -3.89724 1.13133 -0.198 0.241 -0.060
C 2.63129 -2.57850 3.06947 -0.398 0.090 -0.269
Te 1.28550 -0.92728 2.75636 0.420 0.112 0.658
C 3.56200 -2.49771 4.11035 -0.027 0.137 -0.032
C 3.65824 -1.28170 4.97364 0.017 0.111 0.048
C 4.43587 -3.54627 4.33538 -0.116 -0.121 -0.100
H 5.25626 -6.62796 3.14220 0.029 -0.059 -0.008
H 5.13520 -6.21594 4.86033 0.063 -0.133 0.029
H 6.37600 -5.46209 3.86748 0.084 -0.065 -0.013
H 3.43954 -5.64857 1.91312 0.024 -0.137 -0.071
H 1.77620 -4.87593 0.67635 -0.016 0.032 -0.173
H 1.80727 -3.13984 0.32921 0.023 -0.368 0.188
H 0.59998 -3.83766 1.48088 0.109 0.083 -0.098
H 3.94767 -0.41879 4.37234 -0.029 0.098 0.057
H 4.40194 -1.42793 5.75428 -0.010 0.044 0.071
H 2.69452 -1.05475 5.42859 0.023 0.087 0.092
H 5.15179 -3.46134 5.14238 0.086 -0.020 0.070
```
Forces are in eV/Å.

Calculated values
* spin multiplicity: 1
* DFT total energy: -1838.19234 hartree
* molecular weight: 662.01 u

---

Entry 3:
The following is a quantum chemistry calculation of the molecule C3H6N2S at a distorted geometry, from OMol25.

Geometry as XYZ:
```
12
Properties=species:S:1:pos:R:3:forces:R:3
H 1.36180 1.89348 -0.71884 -0.962 0.735 0.707
N 0.55230 2.26717 -0.14512 0.660 -2.040 -0.477
C -0.12511 1.26332 0.26082 0.792 1.198 -0.420
N 0.00292 -0.11009 0.01495 0.604 -0.382 -0.684
C -1.24385 -0.91118 0.05804 -0.164 0.686 0.776
C 1.21166 -0.71188 -0.17352 0.208 1.314 0.305
S 2.71196 -0.13586 0.16743 -0.471 -0.183 -0.195
H -0.94899 1.42752 0.88917 -1.334 0.541 0.795
H -2.11463 -0.37328 -0.40978 1.045 -0.477 0.408
H -1.46046 -1.09954 1.14189 -0.115 -0.030 -0.966
H -1.06919 -1.85397 -0.45360 -0.068 0.010 0.021
H 1.12160 -1.65567 -0.63143 -0.194 -1.373 -0.272
```
Forces are in eV/Å.

Calculated values
* spin multiplicity: 1
* DFT total energy: -625.56874 hartree
* molecular weight: 102.16 u
* SMILES: [H]/N=C\N(C)C=S

---

Entry 4:
The following is a quantum chemistry calculation of a structure of composition C7H9N at a distorted geometry, from OMol25.

Geometry as XYZ:
```
17
Properties=species:S:1:pos:R:3:forces:R:3
C -2.07632 -0.28248 -0.04771 5.370 2.180 -3.782
C -1.32255 1.17223 -0.03085 -3.467 -0.366 2.345
C 0.04786 0.69100 -0.35607 -4.136 -1.448 -1.017
C 1.11674 1.21793 0.09034 1.227 1.734 -0.780
C 2.09084 0.22926 0.10036 0.924 -1.628 0.910
C 1.53274 -1.05895 -0.05153 7.677 1.729 2.676
C 0.21564 -0.92940 -0.42862 -5.155 4.400 2.044
H -2.02835 -0.51789 -1.17095 -0.489 0.008 1.347
H -3.05641 -0.31453 0.20838 -2.594 -0.457 1.702
H -1.35356 1.29959 1.35278 0.008 0.589 -4.258
H -1.91588 2.03160 -0.67979 1.891 -2.018 1.939
H 1.19950 2.22833 0.38597 0.356 0.832 0.469
H 3.02314 0.73787 0.34102 0.967 -1.772 0.066
H 2.32430 -1.82395 0.20918 -1.844 -0.036 -1.045
H 0.01290 -1.26166 -1.38904 -0.837 -1.188 -1.756
H -0.75909 -0.91461 1.57989 -0.641 -0.228 -3.450
N -1.01090 -1.10033 0.50101 0.744 -2.331 2.590
```
Forces are in eV/Å.

Calculated values
* spin multiplicity: 1
* DFT total energy: -326.67492 hartree
* molecular weight: 107.16 u

---

Entry 5:
The following is a quantum chemistry calculation of the molecule C3H6N3P at a distorted geometry, from OMol25.

Geometry as XYZ:
```
13
Properties=species:S:1:pos:R:3:forces:R:3
C 0.38180 -1.00008 0.31132 0.530 2.017 -2.349
C -1.90430 -0.28580 0.16792 2.146 3.530 -2.549
C -0.76390 -0.93509 -0.60800 -0.879 0.561 2.757
N 1.25532 -0.03736 0.32295 1.274 1.159 2.175
N 1.22149 1.01484 -0.43874 -1.389 -0.574 -1.906
N 1.79886 2.13423 0.01275 -0.858 -1.911 1.310
P -2.14082 1.34495 0.05332 -0.260 -0.282 0.124
H 0.59896 -1.67602 1.04564 0.071 -2.207 1.492
H -2.35546 -0.90218 0.78940 -2.441 -2.735 2.982
H -0.51367 -0.26305 -1.32445 0.872 1.677 -2.536
H -1.18378 -1.77952 -1.01847 -0.255 -2.413 -0.861
H 2.16518 2.64531 -0.73480 0.732 1.016 -0.855
H 2.28615 2.03889 0.88792 0.458 0.160 0.214
```
Forces are in eV/Å.

Calculated values
* spin multiplicity: 1
* DFT total energy: -623.33257 hartree
* molecular weight: 115.08 u

---

Entry 6:
The following is a quantum chemistry calculation of the molecule C5H12O2, from OMol25.

Geometry as XYZ:
```
19
Properties=species:S:1:pos:R:3:forces:R:3
C -1.71081 -0.35809 1.49157 -0.207 0.005 0.054
O -0.41766 -0.39077 0.91784 0.061 -0.017 0.015
C -0.22426 0.39993 -0.25613 0.048 0.114 -0.157
C -0.41661 1.88734 0.02129 -0.012 0.050 0.029
C 1.19083 0.10912 -0.74717 0.016 0.032 0.019
C 1.44109 -1.34923 -1.12460 0.042 0.234 -0.364
O 1.49969 -2.20703 -0.00951 -0.216 -0.045 0.217
H -2.40063 0.26928 0.91639 0.086 -0.117 0.051
H -1.64908 0.03891 2.51084 -0.036 -0.040 -0.138
H -2.12121 -1.37335 1.53056 0.079 0.121 -0.003
H -0.94740 0.07261 -1.02413 0.082 0.028 0.100
H 0.25885 2.20694 0.82200 -0.067 -0.038 -0.106
H -1.44282 2.12666 0.31773 0.161 -0.042 -0.027
H -0.19011 2.46897 -0.87886 -0.035 -0.095 0.127
H 1.89916 0.39632 0.04083 -0.076 -0.005 -0.097
H 1.38771 0.74916 -1.61714 -0.039 -0.120 0.103
H 0.66871 -1.67455 -1.84489 0.091 0.008 0.141
H 2.40761 -1.43142 -1.63483 -0.142 0.005 0.068
H 0.76695 -1.94080 0.56820 0.161 -0.079 -0.032
```
Forces are in eV/Å.

Calculated values
* spin multiplicity: 1
* DFT total energy: -348.16356 hartree
* molecular weight: 104.15 u
* SMILES: CO[C@@H](C)CCO

---

Question: Which formula does entry 2 have?
Answer: C25H24F2MoN2O3Te

---

Question: Among the records above, which one has the highest DFT total energy?
Answer: C7H9N

---

What did the fifth record say?
The following is a quantum chemistry calculation of the molecule C3H6N3P at a distorted geometry, from OMol25.

Geometry as XYZ:
```
13
Properties=species:S:1:pos:R:3:forces:R:3
C 0.38180 -1.00008 0.31132 0.530 2.017 -2.349
C -1.90430 -0.28580 0.16792 2.146 3.530 -2.549
C -0.76390 -0.93509 -0.60800 -0.879 0.561 2.757
N 1.25532 -0.03736 0.32295 1.274 1.159 2.175
N 1.22149 1.01484 -0.43874 -1.389 -0.574 -1.906
N 1.79886 2.13423 0.01275 -0.858 -1.911 1.310
P -2.14082 1.34495 0.05332 -0.260 -0.282 0.124
H 0.59896 -1.67602 1.04564 0.071 -2.207 1.492
H -2.35546 -0.90218 0.78940 -2.441 -2.735 2.982
H -0.51367 -0.26305 -1.32445 0.872 1.677 -2.536
H -1.18378 -1.77952 -1.01847 -0.255 -2.413 -0.861
H 2.16518 2.64531 -0.73480 0.732 1.016 -0.855
H 2.28615 2.03889 0.88792 0.458 0.160 0.214
```
Forces are in eV/Å.

Calculated values
* spin multiplicity: 1
* DFT total energy: -623.33257 hartree
* molecular weight: 115.08 u